1.
{
  "formula": "C11H25NSi",
  "method": "the ωB97M-V functional and the def2-TZVPD basis",
  "species": ["C", "C", "C", "C", "C", "C", "C", "C", "C", "C", "C", "N", "Si", "H", "H", "H", "H", "H", "H", "H", "H", "H", "H", "H", "H", "H", "H", "H", "H", "H", "H", "H", "H", "H", "H", "H", "H", "H"],
  "positions_angstrom": [[2.5911, -1.1335, -2.6659], [2.7866, -0.3523, -1.6345], [-3.1462, -2.1721, -0.5089], [2.1668, -0.4364, 2.2982], [0.5306, -2.0497, 1.1659], [0.8475, 2.9029, 1.4849], [0.2242, 3.1624, -0.8789], [-3.0452, -0.7228, -0.1076], [-2.2490, 0.1867, -1.0731], [-0.8356, -0.2525, -1.2406], [0.8149, -0.6504, 1.6550], [0.6630, 2.2418, 0.1809], [0.5162, 0.4969, 0.0554], [3.4280, -1.6972, -3.1552], [1.5925, -1.2782, -3.0847], [3.7292, -0.1735, -1.3624], [-2.4928, -2.9675, -0.1262], [-4.1081, -2.4505, -0.1270], [-3.1851, -2.2579, -1.6180], [2.2610, -0.9966, 3.2308], [3.0320, -0.9482, 1.8400], [2.2631, 0.5808, 2.4908], [-0.4460, -2.1221, 0.8028], [0.9015, -2.7084, 2.0253], [1.1804, -2.2794, 0.3394], [0.1120, 2.4867, 2.2383], [1.8473, 2.7492, 1.9344], [0.5975, 3.9105, 1.5856], [-0.6923, 3.7663, -0.4391], [0.9714, 4.0891, -1.0562], [-0.0521, 2.5271, -1.7445], [-2.6141, -0.6885, 0.8796], [-4.0884, -0.3511, 0.1275], [-2.8473, 0.3493, -2.0094], [-2.1649, 1.2771, -0.6637], [-0.3726, -0.2317, -2.2902], [-0.7703, -1.2825, -1.0215], [0.0532, -0.5238, 2.4728]],
  "atomic_forces_ev_per_a": [[-0.108, -0.902, -1.012], [-5.000, 0.355, 0.804], [-0.681, -0.665, -1.241], [0.422, -2.588, 0.098], [2.943, -0.524, 1.480], [-0.301, -3.022, 1.627], [-0.499, 2.092, 1.341], [-0.244, 1.087, 0.626], [-1.468, 2.792, 0.585], [2.624, 0.742, -0.674], [-1.295, 1.112, -0.415], [-0.361, 0.083, 0.452], [1.515, -0.702, -1.917], [-0.689, 0.670, 0.156], [0.184, -0.347, 0.038], [3.667, 0.745, 1.597], [0.479, 0.783, -0.003], [-0.702, -0.662, -0.095], [-0.004, -0.122, 0.636], [-0.745, 0.267, 0.591], [-0.360, 0.983, -0.956], [0.940, 1.685, 0.367], [-1.662, -0.753, 0.145], [-1.268, 0.265, -1.194], [0.423, -0.215, -0.534], [0.757, -0.035, -0.573], [-0.317, 0.127, -0.466], [-0.152, 1.918, -0.938], [1.206, -1.332, -1.214], [-1.142, -2.564, -0.095], [0.266, 1.054, 0.118], [0.622, 0.191, 0.547], [1.072, -0.060, -0.834], [0.745, -0.539, 0.505], [-0.723, -1.675, -0.387], [-0.739, 0.527, 1.405], [0.187, -1.439, 0.241], [0.409, 0.667, -0.813]],
  "total_charge": 0,
  "homo_lumo_gap_ev": 7.8,
  "e_homo_ev": -7.15,
  "de_lowest_kcal_mol": 119.7,
  "total_energy_ha": -778.1725
}

***

2.
{
  "formula": "C5H10N2",
  "method": "the ωB97M-V functional and the def2-TZVPD basis",
  "species": ["C", "C", "N", "C", "C", "C", "N", "H", "H", "H", "H", "H", "H", "H", "H", "H", "H"],
  "positions_angstrom": [[0.3119, -0.2712, -1.9810], [-0.9042, -0.6258, -1.1556], [-0.8171, -1.5178, -0.0032], [-1.0165, -0.0863, 0.2226], [0.0320, 0.8775, 0.7166], [0.4999, 0.8892, 2.1196], [1.3929, 0.4637, 1.0405], [0.4521, -0.9711, -2.8098], [1.2271, -0.2566, -1.3802], [0.1943, 0.7339, -2.4020], [-1.8191, -0.7694, -1.7288], [0.1346, -1.8498, 0.1344], [-2.0130, 0.1357, 0.6019], [-0.0046, 1.8383, 0.2010], [0.7732, 1.8290, 2.5935], [0.1069, 0.1328, 2.7949], [1.4495, -0.5521, 1.0355]],
  "atomic_forces_ev_per_a": [[0.042, -0.010, -0.012], [-0.097, 0.135, -0.204], [0.202, -0.228, 0.087], [-0.076, 0.219, 0.015], [-0.129, 0.023, -0.100], [-0.123, 0.061, 0.274], [0.136, -0.223, -0.074], [-0.035, 0.054, 0.097], [-0.161, -0.034, -0.071], [-0.003, -0.143, -0.019], [0.111, 0.076, 0.073], [-0.009, 0.238, 0.073], [0.119, -0.021, -0.037], [0.002, -0.149, 0.077], [-0.064, -0.150, -0.082], [0.033, 0.061, -0.120], [0.052, 0.091, 0.024]],
  "total_charge": 0,
  "homo_lumo_gap_ev": 10.5,
  "e_homo_ev": -9.30,
  "de_lowest_kcal_mol": 49.0,
  "total_energy_ha": -305.9458
}

***

3.
{
  "formula": "C25H43BF6N5O10S3",
  "method": "the ωB97M-V functional and the def2-TZVPD basis",
  "species": ["C", "C", "O", "B", "O", "C", "N", "C", "C", "N", "N", "N", "C", "C", "O", "N", "C", "O", "F", "C", "S", "S", "C", "C", "C", "C", "O", "C", "C", "O", "S", "O", "O", "C", "F", "F", "C", "F", "F", "F", "H", "H", "H", "H", "H", "H", "H", "H", "H", "H", "H", "H", "H", "H", "H", "H", "H", "H", "H", "H", "H", "H", "H", "H", "H", "H", "H", "C", "C", "C", "O", "C", "H", "H", "H", "H", "H", "H", "H", "H", "C", "C", "C", "O", "C", "H", "H", "H", "H", "H", "H", "H", "H"],
  "positions_angstrom": [[5.1488, -4.4681, -0.6834], [3.9664, -3.7906, -1.3673], [3.1064, -3.1875, -0.3722], [2.5091, -2.0129, -0.5819], [2.3974, -1.3991, -1.7859], [1.9475, -1.3425, 0.8013], [1.2009, -1.9892, 1.6262], [0.6434, -3.3326, 1.4135], [-0.5166, -3.4204, 0.3603], [-1.2514, -4.6536, 0.6144], [0.0718, -3.4937, -0.9740], [-1.3623, -2.2481, 0.4322], [1.0367, -1.3445, 2.9439], [-0.3403, -1.3333, 3.6242], [-0.4510, -1.9355, 4.6552], [-1.4078, -0.6498, 3.0324], [-2.6692, -0.8982, 3.6416], [-3.2487, -0.1889, 4.3716], [-3.1441, -2.0811, 3.2005], [1.8787, -0.0230, 2.8425], [1.0787, 1.4822, 3.4949], [3.4232, -0.3307, 3.8173], [2.1762, 0.0615, 1.2889], [1.2514, 0.9995, 0.4174], [-0.2574, 0.8855, 0.6221], [-1.0657, 1.3694, -0.6060], [-0.2168, 1.7768, -1.6757], [-0.7166, 1.5081, -2.9436], [-0.5822, 0.0694, -3.3819], [-1.1861, 2.3703, -3.6058], [3.8473, 0.7634, 0.8485], [3.7730, 1.1554, -0.5255], [4.1991, 1.6907, 1.8709], [5.1248, -0.6295, 0.8222], [5.2173, -1.0264, -0.4366], [4.7419, -1.6633, 1.5592], [6.5186, -0.1302, 1.2898], [6.8181, 1.0069, 0.6754], [7.4148, -1.0605, 0.9682], [6.5245, 0.0445, 2.6024], [5.2222, -5.5182, -0.9624], [6.0916, -3.9684, -0.9059], [5.0115, -4.4289, 0.3997], [3.3575, -4.5156, -1.9106], [4.2786, -3.0272, -2.0799], [2.4167, -0.4339, -1.7903], [0.2825, -3.6827, 2.3826], [1.4480, -3.9872, 1.0830], [-0.7211, -5.3709, 1.0938], [-2.1123, -4.4818, 1.1157], [-0.1510, -2.6751, -1.5310], [-0.3178, -4.3002, -1.4482], [-1.9550, -2.2278, -0.3918], [-1.9743, -2.2602, 1.2423], [1.5707, -2.0136, 3.6207], [-1.2559, 0.3586, 2.9957], [1.1869, 1.1134, 4.7774], [2.7557, -0.8199, 4.8718], [1.4441, 0.7278, -0.6148], [1.5831, 2.0304, 0.5586], [-0.5434, -0.1530, 0.8024], [-0.5666, 1.4670, 1.4865], [-1.7383, 0.5703, -0.9356], [-1.7007, 2.2124, -0.3218], [-0.7312, 0.0006, -4.4568], [-1.3408, -0.5294, -2.8686], [0.3925, -0.3282, -3.0928], [-4.3641, 3.5971, 5.0997], [-4.2638, 4.8199, 4.1888], [-2.8088, 5.2288, 4.3801], [-2.0854, 4.0186, 4.6319], [-3.0006, 2.9537, 4.8935], [-5.1860, 2.9279, 4.8504], [-4.4815, 3.9094, 6.1388], [-4.4448, 4.5328, 3.1505], [-4.9598, 5.6159, 4.4471], [-2.6938, 5.8957, 5.2399], [-2.3807, 5.7181, 3.5050], [-3.0120, 2.2815, 4.0289], [-2.6532, 2.3918, 5.7615], [-4.1799, 2.2153, -8.1656], [-2.9653, 2.9912, -7.6581], [-2.4957, 2.1067, -6.5115], [-2.8332, 0.7640, -6.8769], [-3.7117, 0.7747, -8.0051], [-4.4551, 2.4539, -9.1917], [-5.0441, 2.4078, -7.5266], [-2.2013, 3.0441, -8.4365], [-3.1949, 4.0058, -7.3369], [-3.0063, 2.3594, -5.5784], [-1.4218, 2.1635, -6.3353], [-3.1604, 0.4379, -8.8892], [-4.5283, 0.0755, -7.8215]],
  "atomic_forces_ev_per_a": [[-0.062, 0.111, 0.232], [-0.075, -0.333, -0.272], [0.295, 0.248, 0.160], [-0.348, -0.167, -0.173], [0.253, 0.148, 0.159], [-0.123, -0.038, -0.139], [-0.203, 0.183, -0.219], [-0.236, -0.215, 0.229], [-0.007, -0.165, -0.017], [0.020, 0.050, -0.056], [-0.025, 0.252, -0.018], [-0.108, -0.138, -0.181], [0.623, 0.024, 0.329], [-0.038, 0.206, -0.355], [-0.125, -0.371, -0.015], [-0.569, 0.091, 0.433], [0.449, -0.122, -0.003], [-0.362, -0.100, -0.104], [0.135, 0.212, 0.226], [0.114, -0.168, 0.018], [-0.173, 0.043, -0.228], [-0.068, 0.129, 0.026], [-0.124, 0.137, 0.288], [-0.122, -0.151, 0.303], [-0.027, -0.225, -0.049], [-0.139, 0.093, 0.201], [-0.003, -0.178, -0.021], [-0.048, -0.313, 0.014], [0.103, 0.067, 0.224], [0.016, 0.364, -0.094], [0.049, 0.137, -0.129], [-0.009, -0.155, -0.069], [-0.053, -0.027, 0.100], [0.171, 0.463, 0.134], [0.056, -0.169, -0.666], [-0.185, -0.395, 0.343], [0.035, -0.031, 0.039], [0.002, -0.075, 0.002], [-0.033, 0.080, 0.028], [0.006, 0.035, 0.019], [0.074, 0.071, -0.063], [-0.041, -0.061, -0.048], [-0.016, -0.032, -0.071], [-0.025, 0.065, 0.061], [-0.024, 0.010, 0.076], [0.001, -0.033, -0.042], [0.011, 0.171, -0.011], [-0.029, 0.029, 0.011], [0.002, -0.018, -0.078], [0.051, -0.049, 0.052], [0.063, 0.005, 0.064], [0.094, -0.017, 0.025], [-0.048, -0.071, 0.065], [0.129, 0.021, 0.004], [-0.036, -0.022, -0.083], [0.269, -0.110, -0.164], [0.069, 0.051, 0.042], [-0.008, -0.045, 0.022], [0.099, 0.289, 0.020], [0.023, -0.037, -0.102], [0.119, 0.125, -0.046], [0.024, 0.113, -0.093], [0.102, -0.012, -0.014], [0.089, 0.016, -0.078], [-0.065, -0.043, 0.063], [-0.016, 0.013, -0.123], [-0.041, 0.021, -0.110], [0.008, 0.048, 0.023], [0.018, -0.034, -0.027], [-0.039, 0.038, 0.041], [0.064, -0.048, -0.025], [0.041, 0.082, -0.040], [0.002, 0.003, -0.013], [0.007, -0.008, 0.002], [-0.001, 0.007, -0.003], [0.001, -0.005, 0.012], [-0.010, 0.004, -0.006], [0.018, -0.010, 0.002], [-0.049, -0.024, -0.005], [0.012, -0.018, -0.012], [-0.014, 0.008, 0.038], [0.014, -0.049, -0.051], [-0.063, 0.013, -0.051], [0.033, -0.034, 0.051], [0.015, 0.018, -0.038], [0.012, 0.004, -0.003], [-0.001, -0.007, 0.000], [0.005, 0.000, 0.006], [-0.017, -0.005, 0.004], [0.013, 0.034, 0.003], [0.004, 0.002, 0.012], [-0.013, 0.004, -0.009], [0.008, -0.007, 0.013]],
  "total_charge": 1,
  "homo_lumo_gap_ev": 6.7,
  "e_homo_ev": -10.83,
  "total_energy_ha": -3823.0033
}

***

4.
{
  "formula": "C14H19N2O2Si",
  "method": "the ωB97M-V functional and the def2-TZVPD basis",
  "species": ["C", "Si", "C", "C", "C", "C", "C", "C", "O", "O", "C", "C", "N", "H", "H", "H", "H", "H", "H", "H", "H", "H", "H", "H", "H", "H", "H", "N", "C", "C", "C", "C", "C", "H", "H", "H", "H", "H"],
  "positions_angstrom": [[2.4115, -1.4682, -0.8697], [2.4958, 0.3479, -1.5084], [3.8062, 1.3089, -0.4197], [3.1189, 0.3340, -3.3301], [0.7944, 1.2069, -1.2321], [-0.5747, 0.2475, -1.2643], [-2.0922, 0.8930, -0.9927], [-3.3720, -0.1329, -1.0593], [-4.6383, 0.2296, -1.3980], [-3.1918, -1.5850, -0.7777], [-2.1527, 2.5047, -0.6734], [-0.7515, 3.3593, -0.6931], [0.5994, 2.7085, -0.9516], [2.7366, -2.2628, -1.6891], [1.3205, -1.7826, -0.5373], [3.1198, -1.6156, 0.0790], [3.4495, 2.4362, -0.3244], [4.8879, 1.2885, -0.8690], [3.7385, 0.8442, 0.6613], [2.3572, -0.0747, -4.1189], [4.0808, -0.3714, -3.3705], [3.4955, 1.3868, -3.7291], [-0.4481, -0.9046, -1.4813], [-2.3998, -1.9122, -1.3068], [-3.1992, 3.0185, -0.4374], [-0.8081, 4.5334, -0.4910], [1.4367, 3.3384, -0.9232], [-1.6770, -0.5439, 4.2507], [-2.5395, -0.3526, 3.2286], [-2.7143, -1.2522, 2.1892], [-1.9565, -2.4185, 2.1937], [-1.0582, -2.6430, 3.2319], [-0.9564, -1.6861, 4.2288], [-3.1054, 0.5736, 3.2682], [-3.4237, -1.0482, 1.3952], [-2.0650, -3.1465, 1.3951], [-0.4527, -3.5417, 3.2641], [-0.2722, -1.8172, 5.0625]],
  "atomic_forces_ev_per_a": [[-0.495, -1.698, 0.645], [2.490, -0.516, 0.017], [-0.607, 0.808, 0.653], [0.767, 0.210, -1.615], [-5.909, 1.199, 0.705], [-0.555, 4.165, 0.832], [3.915, 1.530, 0.103], [-6.566, 0.144, -1.928], [9.208, -1.786, 2.674], [1.309, 3.709, -1.967], [3.289, -2.043, -0.908], [-1.093, -3.260, -0.366], [-4.185, -2.416, 0.009], [-0.611, 1.802, 1.665], [2.262, 0.552, -0.500], [-1.587, 0.373, -2.098], [1.030, -2.139, -0.114], [-2.141, -0.042, 0.995], [0.463, 1.025, -2.107], [1.386, 0.702, 1.514], [-2.113, 1.426, 0.225], [-0.894, -2.117, 0.943], [-0.154, 2.757, 0.503], [-1.270, 0.582, 1.011], [2.673, -1.131, -0.611], [0.451, -2.951, -0.512], [-1.055, -0.947, -0.053], [-0.066, -0.652, -0.819], [0.617, -0.076, 0.781], [0.115, -0.049, 0.062], [0.064, 0.014, -0.030], [-0.184, 0.038, -0.274], [-0.431, 0.858, 0.191], [-0.016, -0.071, -0.004], [0.051, -0.100, 0.334], [-0.035, 0.047, 0.095], [-0.065, 0.077, 0.035], [-0.057, -0.024, -0.084]],
  "total_charge": 1,
  "homo_lumo_gap_ev": 6.0,
  "e_homo_ev": -11.99,
  "total_energy_ha": -1093.7829
}

***

5.
{
  "formula": "CH2N2O",
  "method": "the ωB97M-V functional and the def2-TZVPD basis",
  "species": ["C", "N", "N", "O", "H", "H"],
  "positions_angstrom": [[-1.1144, -0.2208, -0.1607], [3.0138, 0.3006, 1.4495], [2.4325, -0.6024, 1.6637], [-1.4816, 0.3711, -1.2767], [-2.1479, -0.5711, 0.2507], [-0.7024, 0.7226, -1.9264]],
  "atomic_forces_ev_per_a": [[-0.796, 0.045, -0.562], [-0.493, -0.730, 0.161], [0.484, 0.723, -0.161], [1.784, 0.671, -1.757], [1.138, 0.548, -0.423], [-2.117, -1.257, 2.741]],
  "total_charge": 0,
  "homo_lumo_gap_ev": 9.5,
  "e_homo_ev": -8.84,
  "de_lowest_kcal_mol": 57.5,
  "total_energy_ha": -223.9694
}

***

6.
{
  "formula": "C5H6N2",
  "method": "the ωB97M-V functional and the def2-TZVPD basis",
  "species": ["N", "C", "C", "C", "C", "C", "N", "H", "H", "H", "H", "H", "H"],
  "positions_angstrom": [[2.9035, -0.1743, -0.1524], [1.7785, -0.3123, -0.3726], [0.3458, -0.4697, -0.6349], [-0.4830, -1.0041, 0.5574], [-1.6033, 0.0330, 0.4879], [-0.9546, 1.2939, 0.0421], [-0.3220, 0.7925, -0.9905], [0.2610, -1.1433, -1.5029], [0.0740, -0.9538, 1.5017], [-0.8118, -2.0352, 0.3919], [-2.5517, -0.2190, -0.0019], [-1.5001, 2.2329, -0.0829], [-1.6038, 0.7071, 1.5222]],
  "atomic_forces_ev_per_a": [[-0.871, -0.211, -0.128], [0.667, 0.569, 0.069], [-1.126, -0.792, -0.863], [-0.271, 0.173, -0.156], [-0.276, 2.121, 7.750], [-0.377, -3.180, -7.010], [3.855, 3.932, -0.065], [0.051, 0.175, 0.199], [-0.251, 0.011, -0.305], [0.014, 0.299, 0.110], [0.323, 0.419, 0.454], [0.413, 0.020, 0.336], [-2.151, -3.536, -0.392]],
  "total_charge": 0,
  "homo_lumo_gap_ev": [8.8, 8.8],
  "e_homo_ev": [-9.08, -9.08],
  "de_lowest_kcal_mol": 92.9,
  "total_energy_ha": -303.4880
}